## 1
ORCA calculation (the ωB97M-V functional and the def2-TZVPD basis) on 2 unconnected molecules or ions with the total composition C5H14.

Last column: Löwdin charge in e.
Cartesian coordinates (Å):
C -1.443 -2.100 -1.173  -0.170
C -2.656 -1.249 -0.850  -0.193
C 0.417 0.611 0.622  -0.157
C 2.823 1.296 0.839  -0.107
C 1.350 1.782 0.889  -0.319
H 0.331 0.483 -0.477  0.070
H -2.971 -1.224 0.194  0.056
H -0.636 0.784 0.832  0.062
H -2.508 -0.180 -1.103  0.063
H 3.140 1.634 -0.165  0.076
H -0.476 -1.842 -0.756  0.039
H 0.732 -0.365 0.992  0.067
H -3.574 -1.566 -1.369  0.064
H -1.296 -2.020 -2.266  0.071
H 3.042 0.306 1.175  0.055
H 3.327 2.001 1.556  0.074
H -1.712 -3.121 -0.893  0.064
H 1.005 2.257 1.820  0.096
H 1.107 2.512 0.134  0.089

Calculated values
- HOMO-LUMO gap: 12.18 eV
- Charge: 0

---

## 2
ORCA calculation (the ωB97M-V functional and the def2-TZVPD basis) on 2 unconnected molecules or ions with the total composition C5H14.

Last column: Löwdin charge in e.
Cartesian coordinates (Å):
C -0.421 -3.401 -1.119  -0.155
C 1.530 2.447 0.400  -0.121
C -0.551 -1.913 -0.709  -0.172
C 0.298 1.563 0.185  -0.327
C -0.782 1.701 1.235  -0.128
H -1.211 -4.010 -0.694  0.056
H 2.133 2.007 1.195  0.070
H -0.415 1.960 2.229  0.069
H 2.143 2.478 -0.504  0.065
H 0.480 -3.801 -0.644  0.059
H -1.364 0.782 1.355  0.059
H 0.640 0.530 0.161  0.066
H -1.152 -1.786 0.199  0.060
H 1.293 3.488 0.623  0.069
H -0.171 1.754 -0.786  0.102
H -0.330 -3.457 -2.192  0.055
H 0.394 -1.477 -0.398  0.040
H -1.002 -1.340 -1.512  0.061
H -1.512 2.474 0.976  0.070

Calculated values
- HOMO-LUMO gap: 12.38 eV
- Charge: 0

---

In terms of stability, 2 leads; the second structure lies 0.426 eV higher.

---

## 1
ORCA calculation (the ωB97M-V functional and the def2-TZVPD basis) on 2 unconnected molecules or ions with the total composition C5H14.

Last column: Löwdin charge in e.
Cartesian coordinates (Å):
C 0.001 1.687 0.260  -0.309
C -0.425 2.290 -1.096  -0.108
C 1.476 1.913 0.584  -0.130
C -0.847 -3.275 0.572  -0.166
C -0.264 -2.171 -0.300  -0.176
H -0.610 2.086 1.075  0.095
H -0.964 1.559 -1.695  0.060
H 0.469 2.585 -1.643  0.061
H 2.122 1.123 0.188  0.068
H 1.831 2.887 0.239  0.068
H -0.991 -4.205 0.018  0.059
H 0.314 -2.575 -1.136  0.065
H -0.988 -1.462 -0.694  0.055
H 1.640 1.865 1.661  0.062
H -1.006 3.197 -0.962  0.064
H -0.172 -3.508 1.395  0.060
H -1.829 -3.042 0.991  0.061
H -0.222 0.620 0.301  0.061
H 0.467 -1.574 0.242  0.048

Calculated values
- HOMO-LUMO gap: 12.35 eV
- Charge: 0

---

## 2
ORCA calculation (the ωB97M-V functional and the def2-TZVPD basis) on 2 unconnected molecules or ions with the total composition C5H14.

Last column: Löwdin charge in e.
Cartesian coordinates (Å):
C 2.329 1.659 -1.201  -0.142
C -1.017 -1.366 1.801  -0.175
C -2.421 -1.779 1.366  -0.170
C 1.039 1.227 -0.528  -0.319
C 0.190 0.383 -1.505  -0.119
H -3.187 -1.099 1.749  0.062
H 2.976 2.260 -0.548  0.068
H 0.287 -0.676 -1.261  0.059
H -2.659 -2.798 1.665  0.061
H 0.523 0.530 -2.527  0.062
H -0.867 -1.659 2.838  0.059
H -0.873 0.596 -1.418  0.061
H -0.834 -0.293 1.778  0.054
H 1.299 0.580 0.316  0.086
H 0.464 2.046 -0.092  0.097
H 2.887 0.805 -1.571  0.071
H -0.274 -1.842 1.165  0.057
H 2.150 2.350 -2.038  0.073
H -2.520 -1.717 0.280  0.055

Calculated values
- HOMO-LUMO gap: 12.47 eV
- Charge: 0

---

## 3
ORCA calculation (the ωB97M-V functional and the def2-TZVPD basis) on 2 unconnected molecules or ions with the total composition C5H14.

Last column: Löwdin charge in e.
Cartesian coordinates (Å):
C 1.547 -0.655 -1.112  -0.131
C 1.395 0.742 1.007  -0.119
C 2.092 0.553 -0.352  -0.306
C -2.014 -0.994 0.443  -0.154
C -2.546 0.381 -0.018  -0.166
H -1.250 -1.316 -0.263  0.040
H 1.208 -0.204 1.496  0.063
H 0.536 -0.447 -1.461  0.059
H -1.940 1.194 0.400  0.045
H -1.499 -0.935 1.395  0.055
H -2.318 0.569 -1.071  0.059
H 1.555 -1.583 -0.552  0.068
H 1.869 1.406 -0.985  0.095
H 0.501 1.347 0.857  0.055
H 1.953 1.409 1.674  0.066
H 2.197 -0.828 -1.958  0.061
H -3.583 0.565 0.241  0.057
H -2.870 -1.653 0.451  0.056
H 3.165 0.450 -0.192  0.096

Calculated values
- HOMO-LUMO gap: 12.60 eV
- Charge: 0

---

In terms of stability, 2 leads; the second structure lies 0.111 eV higher.

---

## 1
ORCA calculation (the ωB97M-V functional and the def2-TZVPD basis) on 2 unconnected molecules or ions with the total composition C5H14.

Last column: Löwdin charge in e.
Cartesian coordinates (Å):
C -2.236 1.052 -0.078  -0.117
C -1.111 0.517 -0.999  -0.311
C 2.126 0.419 1.323  -0.156
C 2.486 -1.040 1.104  -0.177
C -1.411 -0.852 -1.499  -0.152
H -2.005 2.116 0.023  0.066
H -2.325 0.642 0.923  0.064
H -0.995 1.173 -1.868  0.104
H 2.098 -1.623 0.266  0.057
H 1.875 0.445 2.398  0.068
H 2.494 -1.669 1.991  0.058
H -3.251 0.922 -0.466  0.067
H 3.550 -1.034 0.793  0.063
H 1.176 0.642 0.845  0.027
H -1.451 -1.655 -0.726  0.078
H 2.914 1.159 1.245  0.065
H -2.408 -0.927 -1.948  0.072
H -0.738 -1.467 -2.105  0.065
H -0.200 0.671 -0.430  0.060

Calculated values
- HOMO-LUMO gap: 12.27 eV
- Charge: 0

---

## 2
ORCA calculation (the ωB97M-V functional and the def2-TZVPD basis) on 2 unconnected molecules or ions with the total composition C5H14.

Last column: Löwdin charge in e.
Cartesian coordinates (Å):
C 0.297 -2.764 -1.204  -0.178
C -0.065 2.615 -0.423  -0.115
C 1.037 1.302 1.600  -0.106
C -1.075 -2.463 -0.638  -0.163
C -0.235 1.920 0.935  -0.298
H -1.390 -3.180 0.123  0.062
H -0.523 2.015 -1.211  0.061
H -0.946 1.132 0.688  0.079
H 0.763 -3.652 -0.799  0.054
H 1.056 -2.002 -0.997  0.056
H 0.983 2.738 -0.695  0.062
H -0.612 3.556 -0.470  0.064
H 0.965 1.405 2.678  0.061
H -1.837 -2.628 -1.403  0.062
H -1.170 -1.478 -0.189  0.047
H 1.048 0.215 1.470  0.053
H 1.911 1.670 1.067  0.061
H -0.596 2.500 1.752  0.077
H 0.390 -2.902 -2.283  0.061

Calculated values
- HOMO-LUMO gap: 12.20 eV
- Charge: 0

---

## 3
ORCA calculation (the ωB97M-V functional and the def2-TZVPD basis) on 2 unconnected molecules or ions with the total composition C5H14.

Last column: Löwdin charge in e.
Cartesian coordinates (Å):
C 0.614 -1.586 0.717  -0.314
C -0.864 2.162 -0.652  -0.174
C -2.042 3.106 -0.415  -0.180
C 1.089 -0.935 -0.599  -0.125
C 1.262 -2.935 1.026  -0.127
H 2.322 -2.845 0.773  0.065
H 0.921 -3.794 0.447  0.070
H -1.794 4.156 -0.306  0.056
H -1.228 1.143 -0.587  0.054
H -2.777 3.079 -1.225  0.061
H -2.606 2.821 0.477  0.061
H -0.412 2.370 -1.622  0.065
H 0.299 -0.990 -1.347  0.062
H -0.464 -1.746 0.580  0.091
H 0.658 -0.892 1.555  0.094
H -0.092 2.348 0.092  0.062
H 1.438 0.095 -0.614  0.055
H 1.124 -3.167 2.080  0.064
H 1.943 -1.514 -0.964  0.061

Calculated values
- HOMO-LUMO gap: 12.31 eV
- Charge: 0

---

## 4
ORCA calculation (the ωB97M-V functional and the def2-TZVPD basis) on 2 unconnected molecules or ions with the total composition C5H14.

Last column: Löwdin charge in e.
Cartesian coordinates (Å):
C -0.753 0.317 1.361  -0.295
C -1.681 -0.510 0.437  -0.121
C -1.549 1.074 2.464  -0.115
C 2.326 -0.434 -1.331  -0.185
C 1.452 -0.387 -2.572  -0.167
H -2.581 1.158 2.130  0.054
H -0.238 0.998 0.688  0.086
H 1.330 -1.397 -2.957  0.063
H 3.385 -0.634 -1.560  0.061
H -1.203 2.109 2.489  0.064
H 0.474 0.026 -2.328  0.048
H -1.531 0.618 3.448  0.063
H -2.593 0.065 0.275  0.063
H -1.292 -0.767 -0.550  0.049
H 1.872 0.260 -3.338  0.061
H 2.102 -1.228 -0.625  0.058
H -0.086 -0.319 1.931  0.088
H -1.868 -1.487 0.881  0.066
H 2.436 0.538 -0.844  0.060

Calculated values
- HOMO-LUMO gap: 12.50 eV
- Charge: 0

---

In terms of stability, 3 leads; the second structure lies 0.087 eV higher.

---

## 1
ORCA calculation (the ωB97M-V functional and the def2-TZVPD basis) on 2 unconnected molecules or ions with the total composition C5H14.

Last column: Löwdin charge in e.
Cartesian coordinates (Å):
C 0.755 -2.579 -2.250  -0.197
C -1.232 0.535 0.692  -0.169
C -0.336 1.449 1.390  -0.364
C 1.872 -1.900 -1.355  -0.180
C -1.089 2.841 1.734  -0.122
H 0.476 -3.651 -1.881  0.077
H -2.195 1.133 0.541  0.078
H -0.248 3.572 1.771  0.056
H -1.415 2.842 2.842  0.081
H -0.779 0.299 -0.431  0.125
H 0.791 -2.700 -3.329  0.039
H 0.624 1.582 0.819  0.094
H -1.945 3.088 1.052  0.066
H 2.834 -2.373 -1.750  0.076
H -0.169 -1.909 -1.924  0.074
H 1.717 -2.178 -0.280  0.066
H 0.044 1.027 2.428  0.125
H -1.353 -0.241 1.371  0.036
H 1.647 -0.838 -1.440  0.039

Calculated values
- HOMO-LUMO gap: 11.90 eV
- Charge: 0

---

## 2
ORCA calculation (the ωB97M-V functional and the def2-TZVPD basis) on 2 unconnected molecules or ions with the total composition C5H14.

Last column: Löwdin charge in e.
Cartesian coordinates (Å):
C -2.254 -0.653 -0.868  -0.345
C 2.175 0.901 2.243  -0.140
C 2.134 0.683 0.658  -0.160
C -1.385 0.333 -0.256  -0.172
C -1.390 -1.374 -1.911  -0.126
H 1.751 -0.021 2.606  0.052
H -0.980 -0.518 -2.581  0.112
H -1.876 -2.076 -2.482  0.021
H 1.920 1.959 2.438  0.072
H 1.137 0.965 0.205  0.038
H -1.285 1.140 -0.864  0.038
H -0.295 -0.072 -0.170  0.071
H -2.692 -1.343 -0.150  0.098
H 2.867 1.286 0.195  0.027
H -1.641 0.536 0.829  0.103
H -3.146 -0.164 -1.344  0.118
H 3.169 0.834 2.609  0.031
H 2.378 -0.393 0.368  0.083
H -0.587 -2.023 -1.525  0.078

Calculated values
- HOMO-LUMO gap: 12.15 eV
- Charge: 0

---

## 3
ORCA calculation (the ωB97M-V functional and the def2-TZVPD basis) on 2 unconnected molecules or ions with the total composition C5H14.

Last column: Löwdin charge in e.
Cartesian coordinates (Å):
C -2.097 0.727 2.143  -0.118
C -2.042 -0.673 1.345  -0.326
C 2.535 1.473 -2.248  -0.148
C 2.067 0.022 -2.544  -0.179
C -0.932 -1.593 1.695  -0.156
H 3.425 1.245 -1.605  0.074
H 2.649 1.790 -3.247  0.033
H -3.204 0.884 2.548  0.090
H -1.476 0.564 3.033  0.040
H 1.881 2.213 -1.712  0.076
H 1.481 -0.077 -3.481  0.070
H 2.858 -0.811 -2.511  0.098
H -1.143 -2.606 1.410  0.063
H 1.383 -0.335 -1.931  -0.023
H -2.994 -1.192 1.566  0.092
H -1.943 -0.394 0.263  0.102
H -0.092 -1.429 1.055  0.050
H -1.824 1.651 1.497  0.080
H -0.532 -1.460 2.723  0.083

Calculated values
- HOMO-LUMO gap: 12.10 eV
- Charge: 0

---

In terms of stability, 2 leads; the second structure lies 0.273 eV higher.

---

## 1
ORCA calculation (the ωB97M-V functional and the def2-TZVPD basis) on 2 unconnected molecules or ions with the total composition C4H10N.

Last column: Löwdin charge in e.
Cartesian coordinates (Å):
N -4.023 0.079 0.144  0.040
C 0.878 -0.967 0.284  -0.043
C -0.230 -0.274 0.068  0.374
C 2.208 -0.308 0.207  -0.192
C 2.092 1.096 -0.439  -0.025
H 2.497 -0.313 1.267  0.154
H 1.886 0.859 -1.489  0.096
H 1.069 1.363 -0.088  0.082
H 0.755 -1.994 0.642  0.178
H -4.484 -0.292 0.949  0.012
H -3.134 -0.222 -0.151  -0.060
H 2.954 1.743 -0.419  0.099
H -1.018 -0.714 -0.565  0.128
H -4.435 0.912 -0.228  0.014
H 2.985 -0.969 -0.183  0.142

Calculated values
- HOMO-LUMO gap: 4.07 eV
- Charge: +1

---

## 2
ORCA calculation (the ωB97M-V functional and the def2-TZVPD basis) on a gas-phase ion, C4H10N (charge +1).

Last column: Löwdin charge in e.
Cartesian coordinates (Å):
N -2.161 0.699 0.300  0.175
C 2.319 -0.907 -0.759  0.021
C -0.683 0.829 0.220  -0.169
C 1.480 -0.361 0.142  -0.196
C -0.009 -0.559 -0.008  -0.211
H -2.412 0.266 1.261  0.218
H -0.167 -0.947 -0.947  0.082
H 2.210 -1.470 -1.665  0.064
H -0.265 -1.382 0.768  0.156
H -2.451 0.026 -0.332  0.123
H -0.269 1.194 1.187  0.136
H 3.387 -0.940 -0.585  0.062
H -2.719 1.618 0.241  0.217
H 2.017 0.437 0.810  0.149
H -0.277 1.500 -0.632  0.174

Calculated values
- HOMO-LUMO gap: 9.29 eV
- Charge: +1

---

## 3
ORCA calculation (the ωB97M-V functional and the def2-TZVPD basis) on 2 unconnected molecules or ions with the total composition C4H10N.

Last column: Löwdin charge in e.
Cartesian coordinates (Å):
N 1.210 -0.356 1.146  0.022
C 1.101 0.509 0.210  0.156
C -1.481 -0.213 -1.510  -0.098
C -0.965 0.118 -2.686  -0.049
C 0.530 -0.101 2.448  0.010
H 1.810 0.535 -0.610  0.128
H -1.681 0.486 -0.705  0.037
H -0.477 0.240 2.272  0.100
H 1.161 0.624 2.967  0.112
H 1.542 -1.308 1.040  0.181
H 0.537 -0.998 3.068  0.107
H -1.938 -1.182 -1.334  0.060
H -0.912 1.090 -3.154  0.062
H -0.741 -0.682 -3.381  0.057
H 0.304 1.239 0.230  0.114

Calculated values
- HOMO-LUMO gap: 8.16 eV
- Charge: +1

---

## 4
ORCA calculation (the ωB97M-V functional and the def2-TZVPD basis) on 2 unconnected molecules or ions with the total composition C4H10N.

Last column: Löwdin charge in e.
Cartesian coordinates (Å):
N 1.939 0.973 -0.224  0.031
C -4.210 -2.269 0.809  -0.095
C -3.151 -1.600 0.464  -0.132
C 3.411 1.445 0.106  0.029
C 1.311 1.470 -1.258  0.187
H 3.850 2.191 -0.581  0.102
H 1.822 2.215 -1.963  0.162
H 4.093 0.609 -0.061  0.098
H 1.545 0.327 0.478  0.181
H -4.972 -2.535 0.111  0.047
H -2.647 -1.687 -0.595  0.080
H 3.349 1.812 1.143  0.104
H 0.440 0.904 -1.482  0.106
H -2.492 -1.149 1.273  0.051
H -4.286 -2.706 1.780  0.050

Calculated values
- HOMO-LUMO gap: 6.36 eV
- Charge: +1

---

In terms of stability, 2 leads; the second structure lies 0.632 eV higher.